{
  "formula": "C7H9Cl2NO7P2",
  "method": "the ωB97M-V functional and the def2-TZVPD basis",
  "homo_lumo_gap_ev": 9.5365,
  "total_charge": 0,
  "elements": ["O", "O", "Cl", "Cl", "O", "O", "O", "O", "O", "C", "C", "C", "C", "C", "C", "N", "C", "P", "P", "H", "H", "H", "H", "H", "H", "H", "H", "H"],
  "coordinates": [[-1.848865, 0.584616, -2.821480], [-2.338463, -1.890248, -1.288935], [3.940414, -2.264184, 2.403555], [3.716480, 2.757718, 0.389483], [-1.652787, 1.651009, 0.570085], [-0.074212, -1.037300, -2.170236], [0.139670, 1.503670, -2.186810], [-3.849018, 0.179522, -1.337394], [-3.411659, -1.317880, 0.693948], [3.642801, 0.311498, 1.458452], [1.662621, -1.069468, 1.674385], [1.525842, 1.156174, 0.766143], [3.041784, -0.904918, 1.825515], [2.888526, 1.320895, 0.937414], [0.868193, -0.038604, 1.157849], [-0.506082, -0.306444, 1.023864], [-1.320667, 0.367421, -0.052036], [-0.801954, 0.308249, -1.825409], [-2.743251, -0.667653, -0.562043], [-0.936507, 1.932736, 1.149539], [-0.776990, -1.695619, -1.957634], [-0.008002, 1.474339, -3.143365], [-3.308988, 0.457774, -2.121526], [-3.990142, -1.968023, 0.268306], [4.709698, 0.429418, 1.614626], [1.206143, -1.986571, 1.991897], [0.990894, 1.967376, 0.269081], [-0.765479, -1.255500, 1.272726]],
  "forces_ev_per_a": [[-2.6, -0.5, -0.1], [1.5, 0.1, -1.2], [0.2, 0.3, 0.0], [-0.4, -0.2, 0.2], [-0.9, -0.9, -2.2], [0.5, 0.3, 1.0], [2.0, 0.2, 0.9], [1.0, -0.4, 1.5], [-0.9, 1.1, 1.4], [1.1, -1.5, 0.9], [0.6, 0.5, 0.2], [-1.4, 0.2, -0.3], [-1.1, 0.8, -0.5], [-0.2, -0.1, -0.3], [1.2, 0.0, -0.5], [-0.5, 0.2, -1.8], [0.8, 0.6, 3.3], [2.4, 1.3, -2.0], [-3.2, -1.3, 0.4], [0.2, -0.4, -0.1], [-0.1, -0.7, -0.2], [0.3, 0.8, -0.3], [-0.2, 0.4, -0.7], [-0.2, -0.4, 0.5], [-0.1, 0.0, -0.2], [-0.1, -0.4, 0.0], [0.0, -0.2, 0.1], [0.0, 0.2, -0.3]],
  "lowdin_charge": [-0.25, -0.25, 0.69, 0.69, -0.01, -0.08, -0.09, -0.10, -0.08, -0.14, -0.06, -0.05, -0.64, -0.66, -0.24, 0.06, -0.44, 0.41, 0.42, 0.09, 0.05, 0.10, 0.04, 0.10, 0.11, 0.11, 0.10, 0.13]
}

{
  "formula": "C6H11NO",
  "method": "the ωB97M-V functional and the def2-TZVPD basis",
  "smiles": "Cc1c[nH]c(C)c1.O",
  "homo_lumo_gap_ev": 8.9480,
  "relative_energy_kcal_mol": 16.37,
  "total_charge": 0,
  "elements": ["C", "C", "C", "N", "C", "C", "C", "H", "H", "H", "H", "H", "H", "H", "H", "H", "O", "H", "H"],
  "coordinates": [[-0.044278, 1.199470, 2.417303], [-0.002289, 0.178986, 1.310866], [-0.666570, -1.012145, 1.249408], [-0.324412, -1.673512, 0.086328], [0.486621, -0.855525, -0.698124], [1.118334, -1.335778, -1.937849], [0.723907, 0.237917, 0.081345], [0.956566, 1.268803, 2.851320], [-0.316499, 2.135315, 1.939681], [-0.612915, 0.792066, 3.247263], [-1.411661, -1.380438, 1.932971], [-0.791662, -2.541112, -0.166551], [1.812216, -0.576760, -2.308965], [1.745086, -2.202387, -1.708847], [0.448204, -1.539578, -2.771877], [1.366634, 1.085381, -0.122326], [-1.663385, 2.128807, -2.136406], [-0.778128, 1.811538, -1.973068], [-2.045769, 2.278954, -1.292471]],
  "forces_ev_per_a": [[1.1, -1.2, -0.7], [-0.2, -0.8, -0.5], [0.1, 0.1, 0.1], [-0.8, 0.1, -0.1], [-0.5, -0.8, 1.4], [0.8, 0.2, -0.5], [0.4, 1.5, 0.3], [0.1, 0.4, -0.2], [-0.4, 0.4, 0.8], [-0.8, 0.6, -0.1], [0.0, -0.3, 0.0], [0.5, 0.5, -0.2], [-0.1, 0.0, 0.1], [-0.2, -0.1, -0.2], [-0.2, -0.2, 0.2], [0.1, -0.2, -0.4], [0.1, 0.0, -1.4], [0.3, -0.2, 0.2], [-0.4, 0.1, 1.2]],
  "lowdin_charge": [-0.05, -0.30, -0.10, 0.05, -0.33, -0.04, -0.05, 0.07, 0.07, 0.07, 0.11, 0.15, 0.08, 0.08, 0.08, 0.11, -0.04, 0.01, 0.01]
}

{
  "formula": "C59H69CsF3N10S2Sb2",
  "method": "the ωB97M-V functional and the def2-TZVPD basis",
  "homo_lumo_gap_ev": 4.5483,
  "relative_energy_kcal_mol": 8.99,
  "total_charge": -1,
  "elements": ["Cs", "C", "C", "C", "Sb", "C", "C", "C", "C", "C", "C", "C", "C", "C", "C", "C", "C", "Sb", "C", "C", "C", "C", "C", "C", "C", "C", "C", "C", "C", "C", "H", "H", "H", "H", "H", "H", "H", "H", "H", "H", "H", "H", "H", "H", "H", "H", "H", "H", "H", "H", "H", "H", "H", "H", "H", "H", "N", "C", "C", "C", "C", "C", "C", "N", "C", "C", "C", "S", "C", "N", "H", "H", "H", "H", "H", "H", "H", "C", "N", "C", "C", "N", "C", "C", "N", "C", "C", "N", "C", "N", "C", "C", "C", "N", "C", "H", "H", "H", "H", "H", "H", "H", "H", "H", "H", "H", "H", "H", "H", "H", "H", "H", "H", "H", "H", "H", "H", "H", "H", "F", "C", "F", "F", "C", "C", "C", "C", "N", "C", "S", "H", "H", "H", "C", "C", "C", "C", "H", "H", "H", "H", "H", "H", "H", "H", "H"],
  "coordinates": [[0.658083, 0.137040, 0.833493], [-1.164613, -2.394892, -2.075361], [-2.486183, -2.436259, -1.302088], [-2.478346, -3.448221, -0.161430], [-1.176912, -2.731201, 1.417110], [0.430884, -4.361433, 0.895685], [1.749089, -3.915784, 1.036805], [2.844680, -4.741837, 0.797705], [2.648209, -6.047566, 0.373307], [1.350475, -6.516448, 0.199587], [0.270075, -5.683881, 0.470485], [-1.841513, -4.030994, 3.000593], [-0.922604, -4.734826, 3.774153], [-1.336712, -5.530370, 4.834429], [-2.687316, -5.651963, 5.128544], [-3.617094, -4.967859, 4.357645], [-3.193253, -4.159970, 3.310286], [-0.863775, -0.398322, -2.788832], [-2.780918, -0.239294, -3.747211], [-3.669922, 0.731728, -3.297854], [-4.932040, 0.862574, -3.866008], [-5.316004, 0.021990, -4.899016], [-4.436983, -0.950611, -5.358975], [-3.181066, -1.077616, -4.785560], [0.251691, -0.711640, -4.599357], [0.749872, 0.415248, -5.251933], [1.505897, 0.299927, -6.410103], [1.782324, -0.956367, -6.933532], [1.297358, -2.086734, -6.293413], [0.539045, -1.963379, -5.135732], [-1.134308, -3.136925, -2.875222], [-0.325926, -2.601952, -1.409665], [-3.306780, -2.612627, -2.006506], [-2.689590, -1.451816, -0.864461], [-2.151006, -4.431862, -0.501680], [-3.475361, -3.543092, 0.273528], [1.972891, -2.884689, 1.322185], [3.848372, -4.354721, 0.935409], [3.495444, -6.694125, 0.175781], [1.183222, -7.536654, -0.132035], [-0.732771, -6.092027, 0.358444], [0.134882, -4.661649, 3.545293], [-0.600624, -6.056327, 5.430858], [-3.013311, -6.274678, 5.953204], [-4.675649, -5.057197, 4.574114], [-3.928808, -3.612833, 2.731605], [-3.388179, 1.390748, -2.482536], [-5.614048, 1.617632, -3.495689], [-6.298612, 0.119155, -5.343155], [-4.733232, -1.612120, -6.163911], [-2.504603, -1.841498, -5.155030], [0.553281, 1.403910, -4.848264], [1.877504, 1.190105, -6.903833], [2.372449, -1.053485, -7.836550], [1.519315, -3.071966, -6.684566], [0.189301, -2.862242, -4.642934], [3.731745, -0.963042, -3.586938], [3.511631, -2.324504, -3.590947], [4.041932, -3.352942, -4.360221], [3.555991, -4.621162, -4.107847], [2.587525, -4.854389, -3.119057], [2.068055, -3.827610, -2.356859], [2.535664, -2.537160, -2.610445], [2.157657, -1.324819, -2.044513], [2.895519, -0.428711, -2.644618], [2.878293, 1.006922, -2.361726], [3.730287, 1.946641, -2.866656], [3.361976, 3.477070, -2.202026], [2.092624, 2.758795, -1.298702], [1.949292, 1.485611, -1.476073], [4.322105, -0.452949, -4.217763], [4.787778, -3.172252, -5.122983], [3.938384, -5.457784, -4.678946], [2.254376, -5.866118, -2.931916], [1.346530, -4.022716, -1.575321], [4.547355, 1.817074, -3.554461], [1.436840, 3.341389, -0.672862], [-2.570810, 6.676733, 0.598816], [-1.867167, 6.390106, -0.636739], [-2.467202, 7.006308, -1.812934], [-1.823178, 6.236984, -2.949962], [-1.661736, 4.938685, -2.343653], [-0.972147, 3.907209, -3.074308], [-1.478464, 5.078645, -0.969640], [-1.018190, 4.127719, -0.265599], [-0.794481, 4.221836, 1.162008], [0.456292, 5.042870, 1.536919], [1.014009, 4.547376, 2.769114], [2.276423, 4.517107, 2.952183], [3.304406, 5.070846, 2.165716], [3.215452, 6.446934, 1.723180], [4.584855, 4.749037, 2.793162], [4.246134, 3.576274, 3.696331], [2.850481, 3.854518, 4.016203], [2.090365, 2.807570, 4.668521], [-2.864068, 7.726635, 0.579174], [-1.936559, 6.530287, 1.467626], [-3.476134, 6.068892, 0.710475], [-2.257925, 8.076545, -1.840832], [-3.555980, 6.859124, -1.819177], [-0.854663, 6.676922, -3.233450], [-2.453397, 6.187884, -3.839091], [-1.548623, 3.636431, -3.961248], [-0.865498, 3.033120, -2.437288], [0.028948, 4.231865, -3.391170], [-0.645657, 3.211332, 1.558792], [-1.668014, 4.596318, 1.702965], [0.189751, 6.104188, 1.635165], [1.151398, 4.989375, 0.689570], [2.198734, 6.718670, 1.462787], [3.847498, 6.594902, 0.843883], [3.560729, 7.136554, 2.507360], [4.931303, 5.609200, 3.384263], [5.344738, 4.510354, 2.047213], [4.857864, 3.549688, 4.599050], [4.342191, 2.615185, 3.183963], [1.958699, 1.935753, 4.017932], [1.114429, 3.195324, 4.948265], [2.629634, 2.492427, 5.561607], [4.905880, -2.570839, 4.235482], [4.299734, -1.882738, 5.209417], [4.933547, -0.697129, 5.307859], [4.605061, -2.541008, 6.359614], [2.815595, -1.739338, 5.026634], [1.971485, -2.198382, 6.021159], [0.599221, -2.053724, 5.885894], [0.140959, -1.443534, 4.731669], [0.933899, -0.995038, 3.768854], [2.273734, -1.116803, 3.874315], [3.256662, -0.487070, 2.590833], [2.387161, -2.672639, 6.898867], [-0.090488, -2.416832, 6.633435], [-0.924020, -1.320294, 4.556821], [-5.201193, -0.524353, 3.109846], [-4.425507, -1.013081, 1.883938], [-4.692429, -0.062877, 0.715858], [-2.927851, -1.173474, 2.176904], [-6.275218, -0.447929, 2.913831], [-4.838851, 0.462727, 3.412212], [-5.052727, -1.199189, 3.955234], [-4.852470, -1.989271, 1.606878], [-4.189799, 0.893334, 0.894482], [-5.760706, 0.141471, 0.599386], [-4.328826, -0.455239, -0.232408], [-2.820439, -1.442943, 3.238687], [-2.454693, -0.172994, 2.120222]],
  "forces_ev_per_a": [[-0.3, 0.4, 0.1], [0.0, 0.0, -0.1], [0.0, 0.0, 0.0], [0.0, 0.0, 0.0], [-0.3, -0.3, -0.1], [0.0, 0.0, 0.0], [0.1, 0.1, 0.0], [0.0, 0.0, 0.0], [0.0, 0.0, 0.0], [0.0, 0.0, 0.0], [0.0, 0.0, 0.0], [0.0, 0.0, 0.0], [0.1, 0.0, 0.0], [0.0, 0.0, 0.0], [0.0, 0.0, 0.0], [0.0, 0.0, 0.0], [0.0, 0.0, 0.0], [0.0, 0.1, 0.0], [0.0, 0.0, -0.1], [0.0, 0.0, 0.0], [0.0, 0.0, 0.0], [0.0, 0.0, 0.0], [0.0, 0.0, 0.0], [0.0, 0.0, 0.0], [0.0, 0.0, 0.0], [0.0, 0.0, 0.0], [0.0, 0.0, 0.0], [0.0, 0.0, 0.0], [0.0, 0.0, 0.0], [0.0, 0.0, 0.0], [0.0, 0.0, 0.0], [0.0, 0.0, 0.0], [0.0, 0.0, 0.0], [0.0, 0.0, 0.0], [0.0, 0.0, 0.0], [0.0, 0.0, 0.0], [-0.2, -0.1, 0.1], [0.0, 0.0, 0.0], [0.0, 0.0, 0.0], [0.0, 0.0, 0.0], [0.0, 0.0, 0.0], [0.0, 0.0, 0.0], [0.0, 0.0, 0.0], [0.0, 0.0, 0.0], [0.0, 0.0, 0.0], [0.0, 0.0, 0.0], [0.0, 0.0, 0.0], [0.0, 0.0, 0.0], [0.0, 0.0, 0.0], [0.0, 0.0, 0.0], [0.0, 0.0, 0.0], [0.0, 0.0, 0.0], [0.0, 0.0, 0.0], [0.0, 0.0, 0.0], [0.0, 0.0, 0.0], [0.0, 0.0, 0.0], [0.0, 0.0, 0.1], [0.0, 0.0, 0.0], [0.0, 0.0, 0.0], [0.0, 0.0, 0.0], [0.0, 0.0, 0.0], [0.0, 0.0, 0.0], [-0.1, 0.0, 0.0], [0.2, 0.1, 0.1], [0.0, 0.0, -0.1], [0.1, -0.1, 0.0], [-0.1, -0.1, 0.1], [0.0, 0.0, 0.0], [0.0, -0.1, -0.1], [0.2, 0.3, -0.2], [0.0, 0.0, 0.0], [0.0, 0.0, 0.0], [0.0, 0.0, 0.0], [0.0, 0.0, 0.0], [0.0, 0.0, 0.0], [0.0, 0.0, 0.0], [-0.1, 0.1, 0.1], [0.0, 0.0, 0.0], [0.0, 0.0, 0.0], [0.0, 0.0, 0.0], [0.0, 0.0, 0.0], [0.0, 0.0, 0.0], [0.0, -0.1, 0.0], [0.0, 0.0, 0.0], [0.1, 0.0, 0.0], [0.0, -0.1, 0.3], [-0.2, 0.1, -0.1], [0.1, -0.2, 0.0], [-0.1, 0.2, 0.0], [0.1, -0.1, 0.0], [0.0, 0.1, 0.0], [0.0, 0.0, 0.0], [-0.1, 0.0, 0.1], [0.1, 0.0, 0.0], [-0.1, -0.1, 0.1], [0.0, 0.0, 0.0], [0.0, 0.0, 0.0], [0.0, 0.0, 0.0], [0.0, 0.0, 0.0], [0.0, 0.0, 0.0], [0.0, 0.0, 0.0], [0.0, 0.0, 0.0], [0.0, 0.0, 0.0], [0.0, 0.0, 0.0], [0.0, 0.0, 0.0], [0.1, 0.1, -0.2], [0.1, 0.0, 0.0], [-0.1, 0.0, -0.1], [0.1, -0.1, 0.0], [0.0, 0.0, 0.0], [0.0, 0.0, 0.0], [0.0, 0.0, 0.0], [0.0, 0.0, 0.0], [0.0, 0.0, 0.0], [0.0, 0.0, 0.0], [0.0, -0.1, -0.1], [0.0, 0.0, 0.0], [0.0, 0.0, 0.0], [0.0, 0.0, 0.0], [0.0, -0.1, -0.1], [0.0, 0.1, 0.0], [0.0, 0.1, 0.0], [-0.1, -0.1, 0.1], [0.0, -0.1, 0.1], [0.0, 0.0, 0.0], [0.0, 0.0, 0.0], [0.0, -0.1, 0.0], [0.0, 0.2, -0.1], [0.2, 0.2, -0.2], [0.4, 0.0, 0.3], [0.0, 0.0, 0.0], [0.0, 0.0, 0.0], [0.0, 0.0, 0.0], [0.0, 0.0, 0.0], [0.0, 0.0, -0.1], [0.0, 0.0, 0.0], [0.0, 0.1, 0.1], [-0.1, 0.0, 0.0], [0.0, 0.0, 0.0], [0.0, 0.0, 0.0], [0.0, 0.0, 0.0], [0.0, 0.0, 0.0], [0.0, 0.0, 0.0], [0.0, 0.0, 0.0], [0.0, 0.0, 0.0], [0.0, -0.1, -0.1]],
  "lowdin_charge": [0.58, -0.40, -0.41, -0.35, 1.33, -0.36, -0.18, -0.11, -0.13, -0.12, -0.15, -0.35, -0.13, -0.10, -0.12, -0.10, -0.13, 1.47, -0.39, -0.15, -0.10, -0.10, -0.10, -0.12, -0.38, -0.15, -0.10, -0.10, -0.09, -0.12, 0.06, 0.00, 0.10, 0.05, 0.05, 0.04, 0.04, 0.10, 0.09, 0.09, 0.08, 0.10, 0.09, 0.09, 0.09, 0.08, 0.09, 0.10, 0.09, 0.10, 0.09, 0.09, 0.10, 0.09, 0.10, 0.09, 0.19, -0.20, -0.04, -0.10, -0.07, 0.00, -0.21, 0.17, -0.29, -0.32, -0.35, 1.02, -0.47, -0.07, 0.15, 0.10, 0.10, 0.10, 0.09, 0.07, 0.05, -0.06, -0.09, -0.16, -0.15, -0.12, -0.06, -0.36, 0.10, -0.22, -0.25, 0.10, -0.37, -0.10, -0.06, -0.15, -0.13, -0.10, -0.04, 0.09, 0.06, 0.10, 0.12, 0.12, 0.12, 0.12, 0.09, 0.05, 0.08, 0.09, 0.09, 0.10, 0.09, 0.06, 0.09, 0.09, 0.11, 0.12, 0.12, 0.11, 0.06, 0.08, 0.09, 0.11, -0.61, 0.10, 0.09, -0.14, -0.02, -0.07, -0.17, -0.04, -0.76, 0.38, 0.11, 0.10, 0.10, -0.11, -0.54, -0.10, -0.33, 0.06, 0.07, 0.06, 0.10, 0.08, 0.07, 0.04, 0.00, 0.01]
}

{
  "formula": "C2H4N2OS",
  "method": "the ωB97M-V functional and the def2-TZVPD basis",
  "smiles": "NC(=O)S.C#N",
  "homo_lumo_gap_ev": 10.4782,
  "relative_energy_kcal_mol": 41.03,
  "total_charge": 0,
  "elements": ["N", "C", "O", "S", "H", "H", "H", "C", "N", "H"],
  "coordinates": [[0.123893, -0.941572, -0.095027], [1.276626, -0.344348, -0.568124], [1.514124, 0.080074, -1.686431], [2.101765, 0.403508, 0.912070], [0.014578, -1.050420, 0.928342], [-0.550249, -1.552259, -0.656738], [2.776659, 1.044967, 0.011932], [-2.429202, 0.806559, 0.365741], [-2.539220, -0.226664, 0.826894], [-2.288973, 1.780156, -0.038662]],
  "forces_ev_per_a": [[-0.6, -1.9, -0.6], [-2.0, 2.0, 0.4], [0.0, -1.7, 1.2], [-0.2, -1.0, -0.3], [0.2, 0.0, -1.3], [1.7, 1.5, 0.8], [1.1, 1.0, -0.4], [0.1, 0.8, -0.2], [-0.3, -0.8, 0.4], [0.0, 0.1, -0.1]],
  "lowdin_charge": [0.03, -0.85, -0.02, 0.76, 0.07, 0.14, -0.16, -0.07, 0.06, 0.06]
}